No. 1
The following is a DFT calculation (ωB97M-V/def2-TZVPD) of an isolated ion of composition C4H9N2O and charge +1.

Geometry as XYZ:
```
16
Properties=species:S:1:pos:R:3
C 1.961 -0.371 0.589
C 0.916 -0.077 -0.518
C 0.108 1.252 -0.472
C -1.089 0.391 -0.028
N -2.300 0.729 0.359
N -0.351 -0.750 -0.190
O -0.655 -2.028 0.119
H 1.817 -0.052 1.601
H 2.846 -0.008 0.018
H 1.866 -1.417 0.573
H 1.297 -0.466 -1.487
H -0.054 1.517 -1.491
H 0.474 2.040 0.227
H -2.743 1.708 0.604
H -3.009 0.062 0.691
H -1.084 -2.528 -0.595
```

The net charge is +1. As for the energy above the lowest of the compared OMol25 structures with the same formula, charge and spin: 3.6741 eV. The HOMO energy is -14.6194 eV. Its multiplicity is 1. The HOMO-LUMO gap comes out at 11.38 eV.

Atom charges from the natural (NBO) analysis, given in e for atoms 1 to 5:
1 C -0.6261
2 C -0.0076
3 C -0.4505
4 C 0.5298
5 N -0.7529

=====

No. 2
The following is a DFT calculation (ωB97M-V/def2-TZVPD) of an isolated ion of composition C4H9N2O and charge +1.

Geometry as XYZ:
```
16
Properties=species:S:1:pos:R:3
C -1.420 0.053 -1.659
N -0.852 0.400 -0.627
C -0.465 -0.557 0.251
C 1.007 -1.089 0.022
N -0.303 0.008 1.558
C 0.131 1.414 1.628
O -0.356 -0.635 2.533
H -1.751 0.738 -2.383
H -1.624 -1.067 -1.738
H -1.093 -1.459 0.202
H 0.930 -1.743 -0.951
H 1.315 -1.800 0.836
H 1.594 -0.182 -0.229
H -0.786 2.063 1.591
H 0.508 1.535 0.635
H 0.834 1.584 2.432
```

The net charge is +1. As for the energy above the lowest of the compared OMol25 structures with the same formula, charge and spin: 5.4732 eV. The HOMO energy is -15.1238 eV. Its multiplicity is 1. The HOMO-LUMO gap comes out at 8.60 eV.

Atom charges from the natural (NBO) analysis, given in e for atoms 1 to 5:
1 C 0.0625
2 N -0.4633
3 C 0.0065
4 C -0.6085
5 N 0.3787

=====

No. 3
The following is a DFT calculation (ωB97M-V/def2-TZVPD) of C4H9N2O2 as an isolated structure.

Geometry as XYZ:
```
17
Properties=species:S:1:pos:R:3
O 2.091 -0.435 1.282
C 0.838 -0.639 0.928
N -0.171 -0.191 1.914
C 0.528 0.108 -0.421
C 1.598 0.213 -1.481
N -0.688 0.310 -1.084
C -2.122 0.321 -0.341
O -2.492 -0.823 0.183
H 0.215 -0.147 2.843
H -1.142 -0.549 1.763
H 0.541 -1.698 0.727
H 1.651 1.233 -1.861
H 1.386 -0.504 -2.277
H 2.524 -0.154 -1.039
H -0.107 1.157 -0.334
H -2.762 0.666 -1.181
H -1.887 1.131 0.381
```

The net charge is -1. As for the energy above the lowest of the compared OMol25 structures with the same formula, charge and spin: 6.7477 eV. The HOMO energy is -3.5327 eV. Its multiplicity is 1. The HOMO-LUMO gap comes out at 6.60 eV.

Atom charges from the Mulliken analysis, given in e for atoms 1 to 5:
1 O -0.8692
2 C 0.6042
3 N -0.5392
4 C 0.5145
5 C -1.1079

=====

No. 4
The following is a DFT calculation (ωB97M-V/def2-TZVPD) of C4H9N2O2 as an isolated structure.

Geometry as XYZ:
```
17
Properties=species:S:1:pos:R:3
C 0.085 0.618 -0.486
N -1.259 1.195 -0.381
C -2.604 0.428 -0.306
O -2.942 0.026 0.858
C 0.337 -0.371 0.673
N 1.251 -1.472 0.418
C 2.397 -1.115 -0.061
O 2.990 0.193 -0.332
H 0.030 0.117 -1.473
H 0.903 1.349 -0.490
H -1.472 2.097 -0.766
H -2.420 -0.296 -1.184
H -3.248 1.174 -0.775
H -0.676 -0.715 0.935
H 0.711 0.199 1.527
H 2.199 -0.285 -0.965
H 3.252 -1.749 0.003
```

The net charge is -1. As for the energy above the lowest of the compared OMol25 structures with the same formula, charge and spin: 6.4250 eV. The HOMO energy is -2.6584 eV. Its multiplicity is 1. The HOMO-LUMO gap comes out at 6.03 eV.

Atom charges from the natural (NBO) analysis, given in e for atoms 1 to 5:
1 C -0.2494
2 N -0.7362
3 C 0.1724
4 O -0.8895
5 C -0.3143

=====

No. 5
The following is a DFT calculation (ωB97M-V/def2-TZVPD) of an isolated ion of composition C4H9N2O2 and charge -1.

Geometry as XYZ:
```
17
Properties=species:S:1:pos:R:3
N 0.005 2.177 2.139
C 0.701 1.076 1.456
C -0.178 0.450 0.371
N 0.571 -0.526 -0.407
C 0.049 -0.760 -1.761
C -0.520 -2.208 -1.919
O -0.721 -2.550 -3.102
O -0.645 -2.870 -0.864
H -0.939 2.243 1.780
H -0.106 2.038 3.145
H 1.593 1.457 0.971
H 1.065 0.327 2.161
H -1.097 0.030 0.809
H -0.383 1.288 -0.303
H 0.469 -1.439 0.032
H 0.853 -0.709 -2.488
H -0.718 -0.025 -2.021
```

The net charge is -1. As for the energy above the lowest of the compared OMol25 structures with the same formula, charge and spin: 0.6818 eV. The HOMO energy is -4.0067 eV. Its multiplicity is 1. The HOMO-LUMO gap comes out at 7.70 eV.

Atom charges from the natural (NBO) analysis, given in e for atoms 1 to 5:
1 N -0.8536
2 C -0.2148
3 C -0.2252
4 N -0.6652
5 C -0.3464

=====

No. 6
The following is a DFT calculation (ωB97M-V/def2-TZVPD) of C4H9N2O2 as an isolated structure.

Geometry as XYZ:
```
17
Properties=species:S:1:pos:R:3
O -0.707 1.081 2.578
C 0.085 0.706 1.575
N 1.534 0.533 1.770
C -0.200 0.342 0.090
C -1.634 0.276 -0.464
N 0.932 -0.086 -0.650
C 0.409 -1.307 -1.415
O -0.129 -1.034 -2.569
H 1.755 0.151 2.689
H 1.774 -0.139 1.018
H -0.221 1.556 0.627
H -1.593 0.412 -1.574
H -2.108 1.184 -0.125
H -2.280 -0.614 -0.207
H 1.219 0.750 -1.232
H -0.228 -1.815 -0.611
H 1.391 -1.996 -1.501
```

The net charge is -1. As for the energy above the lowest of the compared OMol25 structures with the same formula, charge and spin: 4.8842 eV. The HOMO energy is -3.2692 eV. Its multiplicity is 1. The HOMO-LUMO gap comes out at 7.22 eV.

Atom charges from the natural (NBO) analysis, given in e for atoms 1 to 5:
1 O -0.7362
2 C 0.4769
3 N -0.8863
4 C 0.0525
5 C -0.6695

=====

No. 7
The following is a DFT calculation (ωB97M-V/def2-TZVPD) of an isolated ion of composition C4H9N2O2 and charge +1.

Geometry as XYZ:
```
17
Properties=species:S:1:pos:R:3
C -1.000 0.781 0.530
C 0.795 -0.953 0.426
C 0.414 -1.288 -0.900
C 0.347 0.610 0.343
N -2.018 -0.061 0.734
N 1.429 1.449 0.167
O -1.437 2.112 0.581
O -0.832 -1.747 -1.000
H 0.101 -1.456 1.150
H 1.890 -1.023 0.642
H 0.925 -1.031 -1.789
H -1.867 -1.052 0.778
H -2.874 0.173 0.376
H 2.253 0.902 0.009
H -0.634 2.723 0.637
H 1.376 2.260 -0.490
H -1.111 -2.064 -1.888
```

The net charge is +1. As for the energy above the lowest of the compared OMol25 structures with the same formula, charge and spin: 2.7602 eV. The HOMO energy (alpha / beta) is -11.9941 / -11.9944 eV. Its multiplicity is 1. The HOMO-LUMO gap (alpha / beta) comes out at 7.09 / 7.10 eV.

Atom charges from the natural (NBO) analysis, given in e for atoms 1 to 5:
1 C 0.5072
2 C -0.5088
3 C 0.3583
4 C 0.0656
5 N -0.7423

=====

No. 8
The following is a DFT calculation (ωB97M-V/def2-TZVPD) of C4H9N2OP in the gas phase.

Geometry as XYZ:
```
17
Properties=species:S:1:pos:R:3
C -2.322 -1.561 0.819
P -1.678 -0.790 -0.577
N -0.802 0.453 0.259
C -0.882 1.792 -0.525
O -0.070 2.644 -0.319
N 0.304 0.129 1.067
C 1.588 0.237 0.239
C 1.558 -0.550 -1.078
H -2.583 -2.627 0.817
H -2.273 -0.929 1.698
H -1.728 1.692 -1.143
H 0.171 0.799 1.832
H 2.405 -0.272 0.849
H 1.859 1.265 0.181
H 1.115 -1.542 -0.839
H 0.783 -0.089 -1.715
H 2.555 -0.651 -1.563
```

The net charge is 0. As for the energy above the lowest of the compared OMol25 structures with the same formula, charge and spin: 2.3860 eV. The HOMO energy is -8.7173 eV. Its multiplicity is 1. The HOMO-LUMO gap comes out at 8.65 eV.

Atom charges from the natural (NBO) analysis, given in e for atoms 1 to 5:
1 C -0.8069
2 P 0.7916
3 N -0.6527
4 C 0.5378
5 O -0.5413

=====

No. 9
The following is a DFT calculation (ωB97M-V/def2-TZVPD) of C4H9N2OS in the gas phase.

Geometry as XYZ:
```
17
Properties=species:S:1:pos:R:3
C -0.774 -1.119 1.354
C -0.803 -0.045 0.264
C -0.543 -0.677 -1.112
S -1.735 -0.475 -2.396
N 0.271 0.930 0.573
C 1.503 0.694 1.091
N 2.182 1.882 1.339
O 1.991 -0.393 1.330
H -1.542 -1.868 1.161
H 0.185 -1.622 1.282
H -0.783 -0.674 2.341
H -1.687 0.563 0.395
H -0.500 -1.748 -0.950
H 0.466 -0.488 -1.458
H 0.222 1.784 0.037
H 3.136 1.722 1.621
H 1.761 2.643 1.842
```

The net charge is 0. As for the energy above the lowest of the compared OMol25 structures with the same formula, charge and spin: 0.0000 eV. As for the expectation value of S²: 0.7528. The HOMO energy (alpha / beta) is -9.3015 / -8.9630 eV. Its multiplicity is 2. The HOMO-LUMO gap (alpha / beta) comes out at 10.11 / 7.03 eV.

Atom charges from the natural (NBO) analysis, given in e for atoms 1 to 5:
1 C -0.6288
2 C -0.0503
3 C -0.6374
4 S 0.1281
5 N -0.6430

=====

No. 10
The following is a DFT calculation (ωB97M-V/def2-TZVPD) of a 2-piece molecular cluster, C4H9N2S2 overall.

Geometry as XYZ:
```
17
Properties=species:S:1:pos:R:3
C -0.521 1.045 -0.575
C 0.743 1.467 -0.326
C 0.729 -0.722 -0.157
C 2.913 0.345 0.248
N -0.515 -0.319 -0.465
N 1.509 0.361 -0.064
S -4.447 -0.399 0.306
S 1.295 -2.343 0.079
H -1.410 1.591 -0.811
H 1.149 2.457 -0.313
H 3.236 1.347 0.519
H 3.101 -0.330 1.084
H 3.492 0.002 -0.611
H -1.330 -0.905 -0.585
H -4.354 -0.095 1.600
H -5.755 -0.569 0.371
H 0.164 -2.933 -0.301
```

The net charge is +1. As for the energy above the lowest of the compared OMol25 structures with the same formula, charge and spin: 0.0000 eV. The HOMO energy is -12.7510 eV. Its multiplicity is 1. The HOMO-LUMO gap comes out at 9.75 eV.

Atom charges from the natural (NBO) analysis, given in e for atoms 1 to 5:
1 C -0.0458
2 C -0.0490
3 C 0.2674
4 C -0.4235
5 N -0.4793

=====

Q: What is the multiplicity in the third record?
A: 1